{
  "formula": "C32H24N9O4ReSSe",
  "method": "ωB97M-V/def2-TZVPD",
  "species": ["Re", "Se", "S", "O", "O", "O", "O", "N", "N", "N", "N", "N", "N", "N", "N", "N", "C", "C", "C", "C", "C", "C", "C", "C", "C", "C", "C", "C", "C", "C", "C", "C", "C", "C", "C", "C", "C", "C", "C", "C", "C", "C", "C", "C", "C", "C", "C", "C", "H", "H", "H", "H", "H", "H", "H", "H", "H", "H", "H", "H", "H", "H", "H", "H", "H", "H", "H", "H", "H", "H", "H", "H"],
  "xyz": [[-0.845, 0.414, -0.014], [-0.022, 2.630, 0.882], [-0.166, -1.000, 1.781], [1.014, 0.221, -0.804], [5.855, -1.219, -5.406], [2.590, 0.523, 0.777], [7.367, -0.444, -4.083], [-1.314, 3.214, 3.526], [1.376, 0.612, 3.177], [-3.053, -2.071, 0.537], [-0.645, -0.683, -3.171], [-1.527, -1.117, -1.006], [6.222, -0.735, -4.355], [-0.685, 0.152, 4.156], [-1.158, 1.364, -1.953], [-2.807, 0.337, 0.833], [-2.273, -2.162, -0.464], [3.271, -0.001, -1.427], [-1.453, 2.679, -2.070], [3.119, 2.041, 4.066], [-1.092, -1.476, -2.281], [-1.257, 3.397, -3.220], [-2.499, -4.646, -1.194], [-0.477, 1.394, -4.246], [0.932, 1.524, 5.264], [-1.428, -5.112, -3.322], [5.187, -0.478, -3.324], [-2.158, -5.531, -2.210], [2.908, -0.547, -2.654], [-1.013, -3.792, -3.456], [4.602, 0.302, -1.159], [0.160, 0.027, 3.165], [-0.744, 0.698, -3.065], [3.874, -0.795, -3.614], [1.787, 1.387, 4.198], [-1.334, -2.922, -2.433], [-3.409, -0.854, 1.103], [-3.375, 1.463, 1.322], [-4.514, -0.907, 1.955], [-0.812, 2.989, 2.512], [-0.715, 2.746, -4.325], [-0.317, 0.908, 5.205], [-5.045, 0.246, 2.484], [-1.329, 1.079, 6.283], [2.246, 0.266, -0.370], [-4.475, 1.466, 2.137], [5.575, 0.069, -2.116], [-2.063, -3.341, -1.322], [6.615, 0.300, -1.942], [3.899, 1.290, 3.927], [3.628, -1.226, -4.574], [3.122, 2.689, 3.187], [-1.503, 4.450, -3.241], [-4.857, 2.408, 2.506], [-5.901, 0.201, 3.144], [1.915, 0.553, 2.286], [-0.510, 3.286, -5.240], [-1.186, -5.829, -4.095], [-1.652, 0.099, 6.639], [4.864, 0.720, -0.197], [1.871, -0.779, -2.855], [3.347, 2.634, 4.948], [-2.469, -6.565, -2.143], [-2.199, 1.583, 5.857], [-1.839, 3.156, -1.183], [-3.077, -4.960, -0.335], [-0.947, 1.667, 7.114], [1.208, 2.139, 6.108], [-2.897, 2.388, 1.048], [-0.461, -3.456, -4.324], [-0.118, 0.819, -5.088], [-4.933, -1.882, 2.155]],
  "orbital_gap_ev": [6.4, 7.1],
  "spin_multiplicity": 2,
  "e_lumo_ev": [-4.7, -4.2],
  "e_tot_ev": -133481.5132,
  "s_squared": 0.937,
  "charge": 1
}